[1]
A structure of composition C27H32Cl2N6O5SV. Source: the Open Molecules 2025 dataset; level of theory: ωB97M-V/def2-TZVPD.

Each line ends with the Löwdin spin population.
Geometry (Å):
V (-0.5753, 0.7629, -0.0289)  2.006
C (-6.9622, -4.1449, -2.1323)  0.000
C (-6.0450, -3.0059, -1.7783)  0.000
C (-6.2552, -1.7299, -2.2928)  0.000
C (-5.3985, -0.6849, -1.9787)  0.001
C (-4.3201, -0.9143, -1.1384)  0.002
C (-4.0965, -2.1778, -0.6117)  0.001
C (-4.9563, -3.2131, -0.9345)  0.000
S (-3.1977, 0.4241, -0.7753)  0.008
O (-3.9554, 1.6399, -0.9239)  0.000
O (-2.6993, 0.1547, 0.5925)  0.021
N (-1.9818, 0.3386, -1.7498)  -0.001
C (-1.5817, -0.9400, -2.3149)  0.004
C (-0.8801, -1.8927, -1.3338)  0.004
O (-0.7630, -3.0849, -1.6221)  0.005
O (-0.4304, -1.3321, -0.2752)  0.014
H (-7.8190, -3.7940, -2.7087)  0.000
H (-7.3398, -4.6442, -1.2378)  0.000
H (-6.4423, -4.8966, -2.7303)  0.000
H (-7.1018, -1.5505, -2.9472)  0.000
H (-5.5585, 0.3122, -2.3663)  0.000
H (-3.2482, -2.3418, 0.0402)  0.000
H (-4.7715, -4.2020, -0.5300)  0.000
H (-0.8504, -0.7161, -3.0991)  0.000
H (-2.4046, -1.4734, -2.8014)  0.000
C (5.3738, -2.1103, 2.0823)  0.000
C (4.1201, -1.2408, 2.0436)  0.003
N (3.3562, -1.3920, 0.8219)  0.002
C (2.4845, -2.5553, 0.7163)  0.004
C (2.9982, -3.6142, -0.2566)  0.001
C (3.3744, -0.4610, -0.1897)  0.002
C (4.3751, 0.6601, -0.0669)  0.001
N (2.6262, -0.4515, -1.2297)  0.008
H (5.9250, -1.9498, 3.0119)  0.000
H (6.0330, -1.8754, 1.2442)  0.000
H (5.1174, -3.1700, 2.0183)  0.000
H (4.3772, -0.1942, 2.1914)  0.001
H (3.4645, -1.4895, 2.8820)  0.002
H (1.4768, -2.2414, 0.4378)  0.001
H (2.4047, -2.9796, 1.7196)  0.001
H (3.2497, -3.1606, -1.2162)  0.000
H (2.2215, -4.3587, -0.4387)  0.000
H (3.8924, -4.1127, 0.1255)  0.000
H (5.3935, 0.2777, 0.0433)  0.000
H (4.1657, 1.3064, 0.7870)  0.001
H (4.3073, 1.2530, -0.9742)  0.000
H (1.9455, -1.2074, -1.2490)  0.000
N (3.6640, 3.6185, 2.2061)  0.036
C (3.4955, 2.6368, 3.2050)  0.109
O (4.2548, 2.6752, 4.1905)  0.099
C (2.4935, 1.6312, 3.0111)  0.134
C (2.2681, 0.6184, 4.0100)  0.221
C (1.3049, -0.3355, 3.7630)  0.035
C (0.5801, -0.3394, 2.5807)  0.248
N (0.7631, 0.6525, 1.6381)  0.067
C (1.6699, 1.5782, 1.8667)  0.030
H (4.1587, 4.4111, 2.5873)  0.004
H (2.8380, 3.8846, 1.6919)  0.002
H (2.8523, 0.6322, 4.9188)  0.019
H (1.1064, -1.1167, 4.4902)  -0.005
H (-0.1591, -1.0891, 2.3381)  0.016
H (1.7519, 2.3138, 1.0733)  0.001
Cl (0.5274, 2.7332, -3.1387)  0.003
C (-0.5350, 3.8619, -2.3418)  -0.006
C (-0.9193, 4.9956, -3.0298)  0.001
C (-1.7642, 5.9244, -2.4309)  -0.003
C (-2.2064, 5.6817, -1.1334)  0.001
C (-1.8110, 4.5411, -0.4676)  -0.006
Cl (-2.3874, 4.2995, 1.1594)  0.000
C (-0.9500, 3.5578, -1.0204)  -0.007
N (-0.5490, 2.4805, -0.3619)  -0.093
H (-0.5528, 5.1398, -4.0379)  0.000
H (-2.0729, 6.8141, -2.9641)  0.000
H (-2.8694, 6.3724, -0.6291)  0.000

total charge = -2
multiplicity = 4
orbital gap (alpha / beta) = 0.137 / 0.222 hartree
E_HOMO (alpha / beta) = 0.294 / -2.006 eV

=====

[2]
A cluster of 2 separate species, C3H11N2 in total. Source: the Open Molecules 2025 dataset; level of theory: ωB97M-V/def2-TZVPD.

Each line ends with the Mulliken charge.
Geometry (Å):
C (1.1788, -1.1351, 0.4515)  -0.371
C (1.6553, -0.6397, 1.8422)  -0.704
H (0.3164, -0.4738, 0.0835)  -0.382
H (2.0107, -1.4218, -0.3300)  0.287
H (0.5326, -2.0603, 0.4518)  0.318
H (2.6291, -1.1196, 1.9155)  0.262
H (1.0265, -1.0834, 2.6216)  0.254
H (1.6371, 0.5009, 1.9286)  0.273
N (-0.3380, 1.4807, -1.0629)  -0.178
C (-1.3928, 0.8757, -1.5578)  0.266
N (-2.3229, 0.2075, -0.8304)  -0.311
H (0.0984, 1.3484, -0.2293)  0.209
H (0.1659, 1.9842, -1.6984)  0.217
H (-1.7005, 1.2531, -2.5331)  0.330
H (-3.2055, 0.1070, -1.2671)  0.261
H (-2.2910, 0.1762, 0.2144)  0.271

total charge = +1
orbital gap = 0.380 hartree
E_HOMO = -14.807 eV

=====

The energy above the lowest of the compared OMol25 structures with the same formula, charge and spin results, record by record, are as follows: 22.7; 33.9 kcal/mol.